274
Properties=species:S:1:pos:R:3:forces:R:3:mulliken_charge:R:1 method="wB97M-V/def2-TZVPD" homo_ev=-9.2 mol_weight_g_mol=2148.51 e_tot_ev=-188297.9286 orbital_gap_ev=7.89
C 9.198 5.523 3.973 -0.7828 0.3976 0.1537 -0.457
C 7.891 5.884 3.690 -0.6884 -0.9460 -0.1917 -0.996
C 6.879 4.888 3.739 -0.1710 0.4262 -0.0012 -0.224
C 7.106 3.556 4.086 2.7533 0.8366 -0.2065 0.010
C 8.520 3.213 4.320 -2.2659 0.0907 0.2100 0.793
C 9.470 4.216 4.341 0.5844 -0.5602 -0.4622 -0.569
C 8.901 1.799 4.640 1.3421 0.7578 1.0162 0.475
O 10.059 1.519 4.993 -2.2149 0.2138 -0.8728 -0.710
C 7.787 0.810 4.581 1.1553 -1.2191 -0.3410 0.225
C 8.197 -0.526 4.685 -2.1517 -1.2865 0.3637 -1.014
C 7.192 -1.568 4.571 2.9400 3.2135 -0.0109 -0.829
C 5.911 -1.204 4.270 -0.1236 -2.8599 0.3884 -0.435
C 5.523 0.084 4.198 -1.2438 1.6638 0.0096 -0.143
C 6.441 1.113 4.339 -0.2667 1.3269 -0.3040 0.294
C 5.998 2.578 4.168 -0.8020 -0.9466 0.2256 -0.053
O 4.808 2.903 4.123 1.6472 -0.4584 -0.1013 -0.239
H 9.984 6.262 3.929 0.1143 0.0007 0.0716 0.433
H 7.611 6.902 3.404 0.1665 -0.3830 0.0930 0.441
H 5.866 5.162 3.461 0.0513 0.0484 0.2343 0.549
H 10.491 3.937 4.562 0.0172 -0.1333 0.0608 0.461
H 9.220 -0.788 4.950 -0.1931 0.2595 -0.2491 0.445
H 7.551 -2.543 4.713 -0.0579 -1.3761 0.0193 0.723
H 5.228 -2.048 4.180 -0.4004 0.4804 -0.1156 0.516
H 4.450 0.271 4.093 0.4095 0.3164 -0.1792 0.353
C -1.668 0.556 -8.978 -0.6308 0.7457 0.8343 -0.817
C -0.425 0.902 -8.446 -0.4467 -0.3329 -0.2904 -0.519
C 0.129 0.136 -7.429 0.3149 0.4758 -0.1041 -0.489
C -0.572 -0.925 -6.868 0.5556 0.0348 -0.2146 0.324
C -1.845 -1.263 -7.359 0.3440 1.9141 -0.6727 0.650
C -2.390 -0.441 -8.356 0.4187 -1.3141 -0.2881 -0.709
C -2.685 -2.319 -6.809 0.2959 -0.6783 1.1032 0.209
O -3.811 -2.569 -7.187 0.2430 0.1362 0.0190 -0.686
C -2.010 -3.100 -5.711 1.6023 0.8929 -0.7566 0.886
C -2.723 -4.090 -5.103 -0.5884 -0.3029 0.5373 -0.491
C -2.117 -4.939 -4.195 1.5365 -0.7083 0.2008 -1.054
C -0.733 -4.798 -3.924 -2.2182 0.1247 -0.6920 -0.566
C -0.042 -3.736 -4.486 0.2998 -1.2209 0.9648 -0.136
C -0.610 -2.890 -5.389 -1.8863 -0.2504 0.4053 -0.504
C 0.133 -1.681 -5.774 -1.4043 0.2712 -1.1540 0.665
O 1.148 -1.287 -5.264 0.3594 -0.2184 0.1586 -0.641
H -2.204 1.173 -9.709 0.6193 -0.2507 0.0851 0.367
H 0.050 1.779 -8.837 0.5165 0.1575 -0.0828 0.443
H 1.131 0.358 -7.043 -0.5098 -0.0607 -0.0538 0.375
H -3.352 -0.745 -8.716 -0.5357 0.1605 -0.1113 0.564
H -3.780 -4.154 -5.326 0.0008 -0.2028 -0.1306 0.694
H -2.641 -5.803 -3.787 -0.0721 0.3782 0.0766 0.484
H -0.261 -5.506 -3.281 0.4087 -0.2036 0.4445 0.633
H 0.956 -3.631 -4.135 0.8263 0.5082 -0.1534 0.387
C 9.453 -6.974 6.005 -0.8381 0.5474 -0.2456 -0.512
C 8.636 -6.541 7.072 0.0790 -0.9320 -0.7524 -0.514
C 7.318 -6.214 6.885 -0.1370 0.6666 -0.4688 -0.784
C 6.790 -6.105 5.591 0.4271 -0.1370 0.8038 0.156
C 7.611 -6.468 4.516 0.2599 0.2145 -0.7543 0.460
C 8.947 -6.932 4.698 -1.3339 0.4651 1.1097 -0.537
C 7.103 -6.280 3.095 0.6639 -0.9573 -1.3094 0.277
O 7.734 -6.720 2.125 -0.8318 0.7797 1.6269 -0.681
C 5.780 -5.595 2.898 0.0259 0.1599 0.7218 0.589
C 5.292 -5.312 1.617 -0.0176 0.8019 0.1976 -0.974
C 4.085 -4.647 1.412 -0.4467 -0.5534 0.6616 -1.027
C 3.259 -4.451 2.520 0.9426 -0.0837 -0.6661 -0.716
C 3.769 -4.685 3.771 -0.7276 0.5453 1.8574 -0.567
C 5.021 -5.203 4.032 0.3273 -0.8749 -1.4962 0.543
C 5.447 -5.478 5.434 -1.4709 1.4420 0.9310 0.487
O 4.729 -5.070 6.374 1.9906 -1.3326 -1.7404 -0.690
H 10.457 -7.286 6.241 0.2098 -0.0784 -0.2408 0.405
H 8.958 -6.544 8.086 0.6702 -0.0802 0.4875 0.418
H 6.743 -5.908 7.744 -0.3320 0.0025 -0.0428 0.451
H 9.487 -7.211 3.809 0.2552 -0.0724 -0.0059 0.505
H 5.884 -5.504 0.757 0.6758 -0.4055 -0.4424 0.544
H 3.723 -4.339 0.430 0.2807 -0.3244 0.1028 0.954
H 2.251 -4.135 2.400 -0.5878 0.4855 -0.0373 0.788
H 3.200 -4.408 4.663 -0.1255 -0.1912 -0.3488 0.413
C 0.765 5.282 -0.573 -2.0647 0.2856 -1.2255 -0.163
C 1.388 4.073 -0.830 -0.0748 0.7631 0.9741 -0.339
C 0.905 3.246 -1.835 1.2724 -0.7819 -0.0009 -0.924
C -0.170 3.511 -2.642 -0.2027 2.5144 1.1170 0.290
C -0.838 4.794 -2.429 1.1270 -0.7341 1.2199 0.081
C -0.348 5.646 -1.388 -0.0677 -0.5726 -1.2103 -1.179
C -2.074 5.131 -3.187 -1.1669 2.5263 0.4765 0.925
O -2.720 6.190 -3.036 1.6060 -1.6338 0.3520 -0.763
C -2.555 4.177 -4.170 1.6718 -2.2406 -0.6139 0.430
C -3.700 4.450 -4.891 0.4329 0.6769 0.5442 -0.438
C -4.108 3.619 -5.891 0.4327 -1.3106 -0.5608 -0.939
C -3.348 2.462 -6.120 -1.9456 0.1023 -1.6163 -0.114
C -2.241 2.148 -5.405 0.3722 -1.2063 -0.7690 0.095
C -1.781 2.991 -4.455 -0.0286 1.3246 1.4942 0.004
C -0.546 2.562 -3.682 -1.3346 -0.7057 -0.8426 0.267
O -0.023 1.469 -3.898 -0.2073 1.4483 0.4533 -0.193
H 0.966 5.959 0.247 0.6022 -0.1807 0.0360 0.495
H 2.214 3.823 -0.160 -0.1195 -0.3618 -0.5573 0.493
H 1.453 2.340 -2.046 0.0244 -0.2918 0.0773 0.311
H -0.817 6.641 -1.310 0.1092 -0.6912 0.2222 0.453
H -4.166 5.375 -4.631 -0.5801 0.3773 -0.0649 0.624
H -4.971 3.805 -6.513 -0.1245 0.1519 0.0649 0.542
H -3.653 1.781 -6.925 -0.0291 0.2837 0.4043 0.169
H -1.737 1.220 -5.647 0.2356 0.0827 0.2137 -0.245
C -3.959 0.264 -2.648 -0.7774 -0.2963 0.9313 1.757
C -3.335 -0.917 -3.054 -1.0476 1.2691 -0.2216 -1.339
C -2.075 -1.159 -2.568 1.3098 -0.4575 -0.0878 0.464
C -1.482 -0.361 -1.602 0.3819 1.4114 1.0933 0.572
C -2.172 0.823 -1.115 1.0167 -1.4469 0.5833 1.042
C -3.404 1.082 -1.654 -0.2585 0.9652 -0.4520 -0.486
C -1.662 1.610 0.097 -0.3084 0.3746 0.6092 -0.085
O -2.315 2.483 0.714 1.4739 -2.3600 -1.9335 -1.101
C -0.261 1.177 0.545 -0.3826 1.8540 0.9304 1.212
C 0.293 1.852 1.660 -0.0978 -0.5130 -0.0146 -1.087
C 1.594 1.590 2.098 0.3792 0.2156 0.0124 0.589
C 2.395 0.674 1.427 -1.2209 0.1133 -1.1014 -1.282
C 1.817 0.024 0.345 0.2356 -1.2144 -0.0839 -0.812
C 0.527 0.248 -0.124 -0.3066 0.0470 0.9116 0.498
C -0.077 -0.675 -1.099 0.8847 -2.0451 -1.8842 -0.268
O 0.576 -1.669 -1.509 -1.8221 2.2088 0.8299 -0.780
H -4.999 0.472 -2.893 0.2995 -0.0264 -0.4190 -0.823
H -3.849 -1.563 -3.772 0.4263 0.1229 0.2064 0.361
H -1.463 -1.938 -3.006 -0.0744 -0.3031 0.2974 -0.530
H -3.884 2.012 -1.321 -0.1436 -0.5776 -0.1750 -0.485
H -0.345 2.526 2.224 0.1235 0.0701 -0.2037 0.517
H 2.065 2.072 2.953 -0.5439 0.1626 0.0578 0.035
H 3.407 0.432 1.691 0.2046 0.0057 0.3896 0.845
H 2.290 -0.859 -0.064 0.3260 0.2666 -0.2505 0.617
N -2.816 7.625 3.841 0.3704 -1.1309 -1.6951 -0.627
C -3.048 7.409 2.511 -0.4057 -0.9388 0.1784 -0.680
C -2.891 6.175 1.819 0.3136 2.1686 1.6869 -0.607
C -2.364 5.097 2.510 -1.4009 0.3181 0.1529 0.553
C -2.193 5.236 3.880 0.2793 1.2834 -0.7635 -0.558
C -2.368 6.524 4.442 0.7071 -1.4707 0.3313 -0.440
H -3.461 8.209 1.906 0.0729 0.3682 0.4006 0.403
H -3.192 6.198 0.795 0.1581 -0.4292 -0.5873 0.814
H -2.325 4.182 1.978 0.5126 -0.9341 -0.1180 0.263
H -1.825 4.428 4.491 0.0548 -0.0513 0.1308 0.823
H -1.982 6.523 5.457 -0.5933 0.8870 0.3104 0.308
N -5.050 -4.397 1.277 1.2443 1.1727 2.2815 -0.496
C -5.138 -3.350 0.477 -0.5229 0.3085 -1.3781 -0.343
C -4.583 -2.072 0.645 0.0946 -0.3625 0.8113 -0.093
C -3.997 -1.787 1.883 -0.7905 -0.6084 0.5818 -0.504
C -3.984 -2.810 2.899 -0.4193 0.0519 -2.4330 -0.245
C -4.430 -4.084 2.474 0.0078 0.9411 -0.1322 -0.846
H -5.741 -3.503 -0.424 0.2840 -0.0923 0.0560 0.364
H -4.692 -1.344 -0.174 0.1593 -0.2727 0.6048 0.361
H -3.706 -0.758 2.081 0.2978 -0.1864 0.1570 1.047
H -3.629 -2.654 3.925 -0.0391 -0.0539 -0.6199 0.338
H -4.235 -4.857 3.190 -0.3907 -0.7730 0.0236 0.394
N 0.514 -5.235 -0.426 0.0124 0.0647 -0.3872 0.394
C 0.856 -6.287 0.313 0.0663 -0.0117 -0.3948 -0.425
C 0.067 -6.874 1.260 -1.4639 1.0193 0.5212 -1.016
C -1.178 -6.229 1.506 0.6881 -0.8602 0.0206 -0.326
C -1.565 -5.120 0.765 0.8754 -0.6630 -0.5901 -0.233
C -0.678 -4.691 -0.254 -0.2393 0.2982 0.9529 -0.782
H 1.809 -6.689 0.072 0.8617 -0.4005 -0.0147 0.401
H 0.401 -7.738 1.820 -0.1132 0.0378 -0.0270 0.460
H -1.831 -6.667 2.260 0.0060 0.2923 -0.1189 0.406
H -2.538 -4.702 0.938 -0.0920 0.3569 -0.1731 0.244
H -0.851 -3.831 -0.897 -0.3946 -0.0602 0.1074 0.952
N 6.485 3.427 0.284 0.5950 -0.5137 -0.2962 -0.092
C 6.160 2.135 0.367 0.1989 -0.7374 0.8785 -0.637
C 7.075 1.107 0.651 0.5506 0.7002 0.0520 -0.512
C 8.425 1.442 0.770 -0.7797 0.6332 -0.4255 -0.431
C 8.797 2.782 0.596 -0.4391 -1.1414 0.1309 -0.663
C 7.808 3.698 0.377 -0.8602 0.1660 -0.1432 -0.443
H 5.119 1.783 0.324 0.1529 0.8092 -0.2740 0.829
H 6.717 0.093 0.802 0.0955 0.0995 -0.1970 0.548
H 9.161 0.693 0.931 0.5072 -0.5609 0.2661 0.557
H 9.809 3.133 0.618 0.4240 -0.1253 0.1157 0.488
H 8.140 4.712 0.257 -0.3706 0.6127 -0.0338 0.396
N -6.424 0.695 -6.425 0.7640 0.4149 -0.2423 -0.283
C -6.736 1.226 -5.275 -0.7821 0.0702 1.1155 0.334
C -8.011 1.168 -4.677 0.4605 -0.1598 -0.3081 -0.430
C -8.986 0.449 -5.335 1.1982 -0.2651 -1.9845 -0.703
C -8.624 -0.173 -6.580 -0.8843 0.1664 1.4584 -0.550
C -7.363 0.025 -7.072 0.2680 -0.4131 -0.8684 -0.523
H -5.949 1.731 -4.748 0.4196 0.2710 0.1432 0.422
H -8.150 1.646 -3.710 -0.2595 -0.0337 -0.3090 0.459
H -10.005 0.447 -5.048 -0.7405 -0.2870 0.6237 0.512
H -9.304 -0.856 -7.085 -0.0566 0.4415 -0.0373 0.420
H -7.034 -0.333 -8.052 -0.3809 -0.2371 0.2949 0.384
N -4.172 0.578 6.419 -1.1743 -0.0248 -1.6002 -0.605
C -5.018 -0.202 5.685 0.6897 0.8736 -0.7408 -0.392
C -5.596 0.221 4.453 0.3699 -1.0775 0.9905 -0.380
C -5.331 1.490 3.977 -0.6301 -0.2567 -0.1375 -0.320
C -4.491 2.291 4.699 0.7324 0.3773 0.7134 -0.261
C -3.949 1.798 5.892 0.7018 -0.4237 0.0697 -0.339
H -5.099 -1.233 6.028 -0.3436 0.2551 0.0009 0.491
H -6.170 -0.478 3.840 0.0271 0.1580 0.4156 0.399
H -5.798 1.849 3.066 0.1651 -0.1007 -0.0489 0.492
H -4.193 3.264 4.317 -0.0668 -0.0761 0.2356 0.388
H -3.152 2.341 6.401 -0.3910 0.2551 0.0222 0.546
N 1.841 -1.502 4.078 -0.3048 0.7241 2.1014 0.225
C 0.861 -1.683 3.237 -2.6612 0.1146 0.1383 -1.020
C -0.528 -1.447 3.563 1.3996 -0.5433 -0.8443 -0.050
C -0.950 -1.085 4.837 -0.0029 -0.7144 -1.4548 -0.104
C 0.068 -0.939 5.726 2.2595 -0.2090 1.0903 -0.796
C 1.403 -1.103 5.317 -0.0106 -0.5932 -0.4119 -0.641
H 1.074 -2.137 2.274 0.1129 0.2981 -0.1466 0.905
H -1.183 -1.699 2.751 -0.6112 0.1004 -0.0838 0.235
H -1.989 -1.071 5.135 -0.0917 0.2572 -0.1080 0.337
H -0.037 -0.867 6.805 -0.3973 0.4535 -0.2166 0.455
H 2.141 -1.050 6.103 0.3293 0.2214 -0.1336 0.444
N 2.512 6.422 2.850 1.4950 -1.7350 -1.2156 -0.498
C 2.987 5.149 2.492 -0.5538 2.2863 1.4446 0.543
C 4.073 4.942 1.664 -1.4995 -0.0743 0.4233 -0.149
C 4.616 6.037 1.050 1.3967 1.3831 -0.7392 -0.028
C 4.203 7.354 1.350 0.0491 -1.9298 0.5597 -0.693
C 3.187 7.451 2.283 -1.4190 0.2500 -0.1029 -0.577
H 2.558 4.278 2.997 -0.2357 0.5327 -0.1324 0.050
H 4.373 3.915 1.537 0.4097 0.1048 -0.3722 0.140
H 5.443 5.858 0.373 -0.0061 0.0931 -0.1007 0.399
H 4.649 8.272 0.997 0.1462 -0.2370 -0.3905 0.483
H 2.805 8.475 2.433 0.0142 -0.6447 0.5872 0.336
N 1.841 2.015 7.366 0.2020 0.4227 -0.8150 -0.478
C 0.743 2.415 7.966 -1.0017 1.8938 0.2349 -0.247
C 0.067 3.644 7.751 -0.0727 -0.1917 -1.2603 -0.531
C 0.512 4.506 6.729 0.4539 -1.5993 0.3081 -0.430
C 1.650 4.049 6.048 -0.2358 -0.3318 0.6062 -0.550
C 2.266 2.856 6.395 -0.3923 -0.2861 0.4466 -0.470
H 0.252 1.832 8.710 0.2032 -0.9967 0.5137 0.402
H -0.910 3.748 8.233 0.5078 0.3340 0.0501 0.400
H -0.007 5.386 6.375 -0.0490 0.1220 0.3195 0.634
H 2.101 4.536 5.220 0.0435 0.8160 -0.5276 0.512
H 3.114 2.555 5.805 0.3257 -0.2180 0.0588 0.710
N -7.178 -0.101 -1.815 -0.7187 -0.9492 0.0951 0.319
C -8.209 0.449 -1.186 -0.3407 0.6397 -0.1584 -0.292
C -9.510 -0.075 -1.110 1.0393 0.1360 0.7690 -0.895
C -9.729 -1.317 -1.635 -0.4150 -0.4278 -1.1566 -0.414
C -8.666 -1.937 -2.298 -0.5591 -0.1352 0.2876 -0.782
C -7.432 -1.317 -2.347 -0.1076 0.3048 0.4082 -0.289
H -8.009 1.429 -0.771 -0.0774 0.0936 0.1873 0.342
H -10.248 0.423 -0.514 -0.3024 0.3630 -0.0393 0.488
H -10.737 -1.763 -1.671 0.6561 0.1586 0.3013 0.372
H -8.852 -2.907 -2.737 0.4072 -0.0034 -0.1037 0.254
H -6.600 -1.824 -2.785 0.4185 -0.2258 -0.4668 0.876
N 4.135 -4.208 -5.416 -0.4141 0.3037 -0.0872 -0.665
C 3.602 -5.417 -5.565 1.1210 0.1996 -0.4272 -0.175
C 3.156 -6.204 -4.521 -1.3506 0.2267 -0.1916 -0.677
C 2.932 -5.598 -3.278 1.1545 0.4799 -1.3678 -0.149
C 3.411 -4.277 -3.150 -0.5076 -2.1493 0.4714 -0.210
C 4.046 -3.674 -4.201 -0.2082 0.3702 -0.2605 -0.420
H 3.605 -5.789 -6.592 0.0564 -0.1211 0.2909 0.388
H 2.807 -7.178 -4.854 -0.0544 -0.0911 0.7233 0.345
H 2.441 -6.121 -2.487 -0.1536 -0.1256 0.5110 0.466
H 3.354 -3.828 -2.192 -0.2094 0.7044 0.6232 0.379
H 4.382 -2.665 -4.047 0.4624 0.2619 -0.2440 0.722
N -6.477 5.587 -3.169 0.0872 -1.3045 0.9640 -0.630
C -6.566 4.246 -3.240 -0.0068 -0.1517 -0.1128 -0.745
C -6.288 3.321 -2.198 -0.4070 2.5395 -0.7308 1.532
C -5.917 3.867 -0.980 -0.6726 0.6392 0.9307 -0.315
C -5.936 5.284 -0.809 0.6267 -1.3714 -1.5412 -0.848
C -6.158 6.044 -1.940 -0.0947 0.5369 -0.5615 -0.392
H -6.881 3.815 -4.202 0.1423 0.4460 0.3089 0.500
H -6.503 2.305 -2.423 0.3816 -0.8739 0.3167 -0.703
H -5.753 3.214 -0.125 0.2063 0.1284 -0.0863 0.709
H -5.616 5.852 0.039 -0.0386 -0.3987 0.7483 0.579
H -6.048 7.125 -1.845 -0.1511 -0.1421 -0.1729 0.344
N 5.290 -0.146 -2.172 -1.3225 0.2459 0.2492 -0.530
C 3.967 -0.473 -2.343 0.7212 0.6938 -0.8180 -1.066
C 3.110 0.153 -3.244 0.1170 0.4691 0.2746 1.369
C 3.579 1.246 -3.987 0.0600 -1.0041 0.4147 -0.437
C 4.915 1.551 -3.831 0.4400 0.9704 0.6370 -0.602
C 5.711 0.914 -2.878 -0.8404 -0.9695 -0.5323 -0.389
H 3.444 -1.248 -1.791 0.9433 -0.3302 0.3605 0.725
H 2.082 -0.205 -3.275 0.2106 0.2768 -0.2272 -0.151
H 2.914 1.802 -4.624 -0.0488 0.0785 -0.2508 0.536
H 5.410 2.406 -4.275 -0.3810 0.0683 -0.4620 0.333
H 6.720 1.309 -2.784 0.0430 -0.5207 0.4136 0.383
N -7.184 -4.747 -3.644 -0.8027 -0.9807 -0.4537 -0.079
C -8.099 -5.124 -4.578 0.0176 -0.7353 1.7356 -0.237
C -8.825 -6.335 -4.513 0.4668 2.0297 -0.0218 -0.450
C -8.634 -7.190 -3.466 0.6251 0.0101 -0.1983 -0.361
C -7.628 -6.853 -2.548 -0.7256 -1.6240 -0.3940 -0.614
C -6.968 -5.674 -2.664 0.5488 1.2921 -0.3166 0.019
H -8.490 -4.483 -5.359 0.9463 0.6929 0.0317 0.330
H -9.589 -6.350 -5.262 -0.4206 -0.9063 -0.2069 0.371
H -9.208 -8.090 -3.453 -0.1230 -0.5234 0.4552 0.395
H -7.280 -7.560 -1.802 -0.3900 0.1587 0.1299 0.388
H -6.239 -5.509 -1.857 -0.0660 0.6254 -0.7294 0.277